Record 1
# C32H34F9NO19S

6 unconnected molecules or ions with the total composition C32H34F9NO19S (wB97M-V/def2-TZVPD, the OMol25 dataset).

Each line ends with the Mulliken charge.
Element x y z (Å)
O: -4.1348 1.1356 1.2209  -0.533
C: -3.4358 1.0083 0.0901  0.238
N: -2.4456 2.0229 -0.5098  -0.256
C: -2.3301 1.9176 -2.0451  0.149
O: -2.0529 2.9205 -2.9073  -0.503
C: -2.5989 0.3299 -2.3624  0.188
C: -2.2613 -0.6125 -3.6606  -0.389
C: -2.6817 -2.2277 -3.5517  -0.015
S: -2.3236 -3.4571 -4.9149  1.127
O: -2.8335 -2.9017 -6.2955  -0.633
O: -3.1365 -4.7748 -4.6405  -0.594
C: -0.5312 -3.9310 -5.1299  0.544
F: -0.4082 -5.3803 -5.5079  -0.234
F: 0.0241 -3.1469 -6.2818  -0.252
C: 0.4448 -3.6379 -3.8487  0.461
F: 1.8496 -3.9129 -4.3354  -0.308
F: 0.4809 -2.1852 -3.4340  -0.201
C: 0.2267 -4.6299 -2.5604  0.542
F: 0.8902 -5.9361 -2.9298  -0.274
F: -1.1811 -4.9671 -2.2542  -0.199
C: 0.9637 -4.1354 -1.1763  0.575
F: 1.3714 -5.3951 -0.4483  -0.270
F: 2.2285 -3.3804 -1.3944  -0.186
F: 0.0150 -3.4404 -0.2341  -0.202
C: -3.4487 -2.7542 -2.1795  -0.273
C: -3.7853 -1.7962 -0.8877  -0.369
C: -3.3157 -0.2166 -0.9931  0.499
H: -1.4816 1.6503 -0.2597  0.330
H: -1.7378 -0.1448 -4.6150  0.374
H: -3.7501 -3.8980 -2.1584  0.334
H: -4.3155 -2.2009 0.0740  0.282
C: 1.2795 6.0160 -3.6796  -1.492
C: 0.4620 6.2095 -2.4184  0.575
C: 1.1602 6.9962 -1.3504  -0.561
O: 0.5155 6.5394 -0.1731  -0.322
C: 0.0932 5.2651 -0.4363  0.637
O: -0.3422 4.4945 0.3979  -0.578
O: 0.2296 4.9716 -1.7673  -0.292
H: 1.2678 6.9226 -4.2918  0.398
H: 2.3230 5.7746 -3.4484  0.321
H: 0.8861 5.1836 -4.2725  0.355
H: -0.5153 6.6412 -2.6681  0.264
H: 1.0340 8.0759 -1.4698  0.350
H: 2.2284 6.7676 -1.2658  0.311
C: 5.1797 -1.3599 -1.0747  -1.537
C: 4.2799 -0.5780 -2.0103  0.993
C: 5.0002 0.0687 -3.1549  -0.482
O: 4.1372 1.1455 -3.4809  -0.304
C: 3.4837 1.4771 -2.3258  0.625
O: 2.7964 2.4700 -2.1804  -0.560
O: 3.7101 0.5410 -1.3518  -0.338
H: 5.4367 -2.3316 -1.5066  0.369
H: 6.1115 -0.8208 -0.8702  0.410
H: 4.6887 -1.5206 -0.1092  0.352
H: 3.4556 -1.2142 -2.3560  -0.130
H: 5.1254 -0.6026 -4.0090  0.321
H: 5.9760 0.4840 -2.8796  0.286
C: -0.8973 -3.1116 5.6039  -1.665
C: -0.5884 -2.9575 4.1283  0.912
C: -0.2542 -1.5557 3.7155  -0.477
O: -0.5971 -1.5597 2.3397  -0.245
C: -1.5865 -2.4930 2.1933  0.575
O: -2.2499 -2.6455 1.1853  -0.475
O: -1.7325 -3.2321 3.3372  -0.326
H: 0.0241 -3.1210 6.1937  0.369
H: -1.5274 -2.2931 5.9696  0.426
H: -1.4460 -4.0408 5.7899  0.314
H: 0.1959 -3.6660 3.8339  0.058
H: 0.8038 -1.3155 3.8526  0.307
H: -0.8623 -0.7948 4.2171  0.317
C: 0.8828 -9.0742 3.8633  -1.443
C: 0.2968 -7.8392 4.5173  0.497
C: 0.7467 -6.5483 3.9022  -0.506
O: 0.5867 -5.6346 4.9747  -0.199
C: 0.7354 -6.3616 6.1239  0.527
O: 0.8393 -5.8825 7.2370  -0.547
O: 0.7548 -7.7041 5.8523  -0.361
H: 0.3639 -9.2998 2.9269  0.370
H: 1.9474 -8.9431 3.6397  0.351
H: 0.8035 -9.9398 4.5292  0.370
H: -0.7973 -7.9151 4.5484  0.290
H: 0.1359 -6.2531 3.0446  0.327
H: 1.8020 -6.5480 3.6075  0.287
C: -1.4958 9.6596 3.4127  -1.432
C: -2.1247 9.5341 2.0397  0.582
C: -1.8103 8.2478 1.3371  -0.501
O: -1.9645 8.6065 -0.0260  -0.262
C: -1.6885 9.9440 -0.1047  0.645
O: -1.5461 10.5611 -1.1431  -0.578
O: -1.5905 10.4958 1.1452  -0.357
H: -2.0577 9.0794 4.1506  0.368
H: -0.4604 9.3010 3.4142  0.335
H: -1.4684 10.7066 3.7321  0.367
H: -3.2060 9.7076 2.1057  0.275
H: -2.4961 7.4400 1.6073  0.352
H: -0.7796 7.9078 1.4865  0.228

Computed properties:
- LUMO energy: -2.319 eV
- F_max: 9.6 eV/A
- HOMO energy: -9.87 eV
- Orbital gap: 7.55 eV
- SMILES string: O=C1NC(=O)c2cc(S(=O)(=O)C(F)(F)C(F)(F)C(F)(F)C(F)(F)F)ccc21.C[C@@H]1COC(=O)O1.C[C@@H]1COC(=O)O1.C[C@@H]1COC(=O)O1.C[C@@H]1COC(=O)O1.C[C@@H]1COC(=O)O1



Record 2
# C32H34HgN7O4S

A molecular structure, C32H34HgN7O4S (wB97M-V/def2-TZVPD, the OMol25 dataset).

Each line ends with the Löwdin spin population.
Element x y z (Å)
Hg: -0.1332 -0.5858 -0.0929  0.001
O: -1.1959 -0.9566 2.7185  0.004
C: -2.1303 0.1004 2.6737  0.000
C: -3.0778 -0.0330 1.5059  0.001
C: -4.4395 0.1769 1.6681  0.000
C: -5.2737 0.1002 0.5677  0.001
C: -4.7228 -0.1890 -0.6676  0.000
C: -3.3559 -0.3927 -0.7474  0.000
N: -2.5487 -0.3168 0.3129  0.000
H: -0.3282 -0.5394 2.5589  0.001
H: -1.6147 1.0639 2.5818  0.001
H: -2.7073 0.1197 3.6016  0.000
H: -4.8299 0.3886 2.6546  0.000
H: -6.3398 0.2550 0.6756  0.000
H: -5.3309 -0.2703 -1.5573  0.000
H: -2.8887 -0.6504 -1.6850  0.000
C: -2.3736 -3.4896 0.1868  0.000
C: -0.9741 -4.0227 0.1722  0.000
C: -0.7481 -5.4021 0.4091  0.000
C: 0.5247 -5.8680 0.4387  0.000
C: 1.6045 -4.9910 0.1886  0.000
C: 2.9409 -5.4545 0.1946  0.000
C: 3.9485 -4.5818 -0.0839  0.000
C: 3.6574 -3.2411 -0.3963  0.000
C: 2.3738 -2.7424 -0.4306  0.000
S: 2.1566 -1.0819 -0.9459  0.003
C: 1.3020 -3.6395 -0.0903  0.000
N: 0.0106 -3.1858 -0.0505  0.000
H: -3.0949 -4.2964 0.3079  0.000
H: -2.5815 -2.9674 -0.7478  0.000
H: -2.4883 -2.7871 1.0124  0.000
H: -1.5941 -6.0536 0.5805  0.000
H: 0.7318 -6.9122 0.6425  0.000
H: 3.1367 -6.4956 0.4189  0.000
H: 4.9794 -4.9121 -0.0771  0.000
H: 4.4676 -2.5638 -0.6356  0.000
O: -0.5042 6.6621 1.3609  0.002
C: -1.0839 6.0886 0.1989  0.007
C: -0.8671 4.6040 0.1855  0.065
C: -1.6132 3.8134 -0.7320  0.106
C: -1.3820 2.4652 -0.7419  0.011
N: -0.5017 1.8316 0.0490  0.140
C: 0.2083 2.5743 0.9704  0.138
C: 0.0216 3.9909 1.0099  0.041
C: 1.0908 1.9062 1.8649  0.110
C: 2.0443 2.6034 2.6611  0.048
C: 2.9560 1.9269 3.4183  0.045
C: 4.0096 2.6730 4.1962  0.002
O: 4.9235 3.3676 3.3507  0.003
C: 2.9403 0.5127 3.4071  0.106
C: 1.9791 -0.1072 2.6504  0.008
N: 1.0515 0.5354 1.9278  0.130
H: -0.6594 7.6104 1.3379  0.000
H: -0.6345 6.5218 -0.7043  0.002
H: -2.1610 6.2894 0.1550  0.001
H: -2.3477 4.2488 -1.3963  0.010
H: -1.9204 1.8267 -1.4351  -0.001
H: 0.5536 4.5882 1.7334  0.001
H: 2.0919 3.6829 2.6317  0.001
H: 4.5409 1.9765 4.8530  0.000
H: 3.5589 3.4422 4.8234  0.001
H: 5.2799 2.7313 2.7215  0.000
H: 3.6538 -0.0667 3.9768  0.008
H: 1.9319 -1.1924 2.6138  -0.002
C: 1.2429 0.4786 -5.6704  0.000
N: 0.4285 -0.1420 -4.6552  0.000
C: -0.5754 -1.1554 -4.9028  0.000
C: -1.2617 -1.2390 -3.5404  0.000
O: -2.1604 -2.0087 -3.2749  0.000
N: -0.6945 -0.3165 -2.6923  0.000
C: 0.2467 0.3081 -3.3992  0.000
N: 0.9515 1.3234 -2.8960  0.001
H: 1.4049 -0.2384 -6.4725  0.000
H: 2.2250 0.7365 -5.2733  0.000
H: 0.7791 1.3761 -6.0887  0.000
H: -0.1363 -2.1204 -5.1602  0.000
H: -1.2847 -0.8627 -5.6797  0.000
H: 0.8031 1.5490 -1.9187  0.001
H: 1.8074 1.6220 -3.3271  0.000

Computed properties:
- Spin multiplicity: 2
- LUMO energy (alpha / beta): 0.411 / 0.407 eV
- F_max: 0.5 eV/A
- ⟨S²⟩: 0.769
- HOMO energy (alpha / beta): -4.58 / -7.10 eV
- Orbital gap (alpha / beta): 4.99 / 7.51 eV
- Energy above the lowest of the compared OMol25 structures with the same formula, charge and spin: 82.77 kJ/mol



Record 3
# C32H34N2OP2Pm

A molecular structure, C32H34N2OP2Pm (wB97M-V/def2-TZVPD, the OMol25 dataset).

Each line ends with the Löwdin spin population.
Element x y z (Å)
C: -0.8676 3.3642 -1.5287  0.000
C: -0.7221 1.9807 -1.6024  0.002
C: 0.5960 1.4593 -1.6631  0.000
C: 1.6969 2.3093 -1.7868  0.001
C: 1.5248 3.6917 -1.7138  0.000
C: 0.2434 4.2126 -1.5527  0.002
C: 3.0694 1.7006 -1.9781  0.001
C: 3.0184 0.2732 -2.4577  0.000
C: 1.8658 -0.4789 -2.2447  0.000
C: 1.7885 -1.8251 -2.6810  0.000
C: 2.9181 -2.3738 -3.3009  0.000
C: 4.0966 -1.6353 -3.4526  0.000
C: 4.1519 -0.3027 -3.0426  0.000
H: -1.8770 3.7707 -1.4483  0.000
H: 2.4140 4.3340 -1.7792  0.000
H: 0.1018 5.2986 -1.5046  0.000
H: 3.4164 2.2521 -2.8723  0.000
H: 2.8574 -3.3999 -3.6573  0.000
H: 4.9688 -2.0802 -3.9449  0.000
H: 5.0477 0.3129 -3.1426  0.000
N: 0.8071 0.0626 -1.4520  -0.012
Pm: 0.4808 -0.6913 0.3998  4.034
C: -1.9072 1.0380 -1.6498  0.001
H: -1.7609 0.2408 -2.3986  0.000
H: -2.8380 1.5782 -1.8644  0.000
C: 0.5071 -2.6177 -2.5342  0.001
H: -0.3655 -2.0009 -2.8016  0.000
H: 0.5235 -3.5125 -3.1657  0.000
P: -2.1925 0.1616 -0.0221  -0.005
P: 0.1880 -3.2329 -0.7981  -0.005
C: 1.3962 -4.5930 -0.6762  -0.001
H: 1.5509 -4.8085 0.3913  0.000
H: 1.0050 -5.4860 -1.1845  0.000
H: 2.3546 -4.2947 -1.1198  0.000
C: -1.3765 -4.1609 -0.9879  -0.001
H: -1.1719 -5.1396 -1.4478  0.000
H: -1.8069 -4.3059 0.0147  0.000
H: -2.0934 -3.5948 -1.5999  0.000
C: -3.0106 1.4978 0.8961  -0.001
H: -3.9323 1.7843 0.3744  0.000
H: -3.2491 1.1447 1.9050  0.000
H: -2.3491 2.3650 0.9857  0.000
C: -3.6238 -0.9016 -0.4215  -0.001
H: -3.8496 -1.5113 0.4660  0.000
H: -4.4911 -0.2713 -0.6713  0.000
H: -3.3866 -1.5705 -1.2617  0.000
C: 3.3213 1.3271 -0.0915  0.001
O: 2.6946 0.4515 0.4187  -0.002
H: 3.9598 2.2194 -1.8345  0.000
C: -1.1237 4.5076 3.0149  -0.001
C: -0.1836 4.2158 2.0145  0.000
C: 0.3871 2.9565 1.9442  -0.001
C: -0.0506 1.9226 2.8134  0.000
C: -0.8936 2.2600 3.8973  -0.001
C: -1.4591 3.5325 3.9552  0.000
N: 0.3396 0.6331 2.5312  -0.012
C: -0.1823 -0.5376 3.0761  -0.003
C: 0.6530 -1.7035 2.9589  -0.001
C: 0.0734 -2.9703 2.8908  -0.001
C: -1.3077 -3.1199 3.0577  0.005
C: -2.1090 -2.0020 3.3275  0.000
C: -1.5625 -0.7216 3.3689  0.004
H: -1.5793 5.5013 3.0589  0.000
H: 0.1159 4.9827 1.3012  0.000
H: 1.1553 2.7194 1.2018  0.000
H: -1.1180 1.5066 4.6473  0.000
H: -2.1611 3.7615 4.7588  0.000
H: 1.7396 -1.5509 2.8775  0.000
H: 0.6977 -3.8504 2.7132  0.000
H: -1.7650 -4.1073 3.0036  0.000
H: -3.1776 -2.1240 3.4912  0.000
H: -2.1821 0.1458 3.5818  0.000

Computed properties:
- Spin multiplicity: 5
- LUMO energy (alpha / beta): -3.071 / -2.905 eV
- F_max: 6.8 eV/A
- Net charge: +1
- ⟨S²⟩: 6.007
- HOMO energy (alpha / beta): -9.31 / -9.33 eV
- Orbital gap (alpha / beta): 6.24 / 6.42 eV
- Energy above the lowest of the compared OMol25 structures with the same formula, charge and spin: 331.51 kJ/mol